Entry 1:
The following is a DFT calculation (ωB97M-V/def2-TZVPD) of a structure of composition C26H32N6OSiTi at a distorted geometry.

Positions of all 67 atoms, in Å:
N 1.768 -0.796 3.812
H -2.406 -2.809 1.750
Si -1.619 -2.655 -0.608
C 0.963 -2.567 0.000
H -1.981 -4.922 -1.523
C -3.458 1.060 -0.101
C -0.373 -0.577 3.296
H 0.661 1.402 -2.500
H 4.011 -4.848 0.845
H -2.407 -0.325 2.667
C -1.750 -0.587 3.485
C 3.165 -4.214 0.615
C -5.853 2.145 -0.944
N 0.379 -0.268 2.176
H -1.753 -1.564 6.737
H 0.148 -3.284 1.849
Ti 0.238 0.225 0.007
C -3.589 1.638 -1.372
N 2.208 0.136 0.257
H 2.061 -2.059 -1.764
C 0.271 0.507 -2.000
H -4.874 2.636 -2.798
H 0.699 -1.544 6.405
C -4.547 1.019 0.764
C 0.027 -1.280 5.599
N -2.161 0.580 0.072
H 0.471 4.021 0.707
H 3.986 -3.503 -1.237
H -3.396 -2.616 -2.336
C -2.452 -2.080 -2.204
C -0.052 3.341 0.027
C -5.738 1.567 0.327
C -2.887 -2.617 0.788
H -6.602 1.550 0.977
H -1.816 -2.323 -3.060
H 2.068 -4.736 2.385
H -2.064 1.789 -2.874
H -3.286 -0.967 4.917
H 2.784 0.800 -0.238
C 2.066 -2.648 -0.855
H -4.459 0.576 1.747
H -3.628 -3.406 0.626
C -1.200 -4.473 -0.902
C -2.220 -0.945 4.734
H -6.803 2.564 -1.249
C 2.078 -4.149 1.474
H 3.415 -1.013 1.577
N -0.162 -1.754 -0.284
C 3.147 -3.459 -0.553
H -3.413 -1.665 0.858
H -0.246 -4.600 -1.414
C -1.552 0.858 -1.055
O 0.199 2.025 0.365
N -2.339 1.498 -1.953
C 0.493 -0.921 4.342
H -1.151 -5.040 0.028
C 1.633 -0.406 2.517
H 3.328 0.708 1.968
H 2.636 -1.012 4.268
C -4.782 2.190 -1.817
C -1.345 -1.287 5.774
H 0.288 3.563 -0.996
C 2.746 -0.135 1.566
H -1.126 3.571 0.082
H -2.676 -1.014 -2.239
H -0.229 -0.154 -2.706
C 0.993 -3.338 1.171

Summary:
- LUMO level (Ha) = 0.011
- Kohn-Sham gap (eV) = 7.74
- 2S+1 = 1
- energy relative to the best compared isomer or geometry (same formula, charge and spin) (kcal per mole) = 42.6

These are the Mulliken partial charges, in e, on atoms 1 to 8:
1 N -0.06
2 H 0.25
3 Si 0.04
4 C 0.16
5 H 0.41
6 C 0.75
7 C -0.22
8 H 0.40

Entry 2:
The following is a DFT calculation (ωB97M-V/def2-TZVPD) of a structure of composition C26H32NO5PdS at a distorted geometry.

Positions of all 66 atoms, in Å:
C -4.956 -1.678 1.082
N -3.423 -2.176 -0.751
H 0.985 -2.510 -1.893
C -3.551 -0.854 -0.626
H 4.137 3.011 -3.083
C 0.632 -1.421 1.298
H -0.268 0.442 -8.610
Pd -0.739 -0.278 -0.666
H 2.889 0.238 -1.004
H -4.182 1.628 0.639
H 4.557 2.299 -4.600
H 4.593 0.724 -0.923
H -0.165 -0.717 -5.959
C 0.514 1.575 1.363
C -0.872 1.304 1.140
C -0.049 0.250 -6.465
H 1.092 1.318 2.245
C 3.598 1.016 -1.404
H 2.504 -1.307 0.101
C 0.485 0.076 -7.907
C -5.512 -1.639 2.348
H 5.674 1.966 -3.153
C 2.336 -0.291 -3.655
O -3.464 -3.726 1.284
O -5.238 -3.899 -0.457
C 1.431 -1.522 0.122
C 4.632 2.110 -3.489
C -0.677 -2.398 -0.360
C 0.091 2.123 -0.826
H 0.999 -1.046 2.261
H -1.456 -2.175 1.761
C 3.752 0.965 -2.966
O 0.821 0.975 -5.590
H 4.277 -1.035 -4.240
C -4.612 0.738 1.101
H 2.645 0.146 -8.318
C -1.170 1.786 -0.204
H -2.152 2.053 -0.558
C -5.802 -0.389 2.905
H 3.873 -1.393 -2.503
H 3.221 1.996 -1.034
H 1.806 1.683 -8.514
C -0.660 -1.962 1.038
H -1.617 0.978 1.861
H 2.122 -0.600 -4.695
H 0.583 -0.989 -8.105
H -1.482 -2.948 -0.851
C 2.079 1.101 -6.414
C 1.843 0.785 -7.910
H 0.225 2.264 -1.902
H -1.043 0.698 -6.399
C -5.306 0.790 2.315
H 2.796 0.388 -6.007
C -4.493 -0.509 0.472
C 3.756 -0.633 -3.316
S -4.299 -3.106 0.283
O 2.568 1.217 -3.731
H -6.399 -0.312 3.814
H 1.838 3.006 0.297
H 1.581 -0.625 -2.890
H -5.691 -2.564 2.870
C 1.010 2.311 0.247
H -5.449 1.753 2.807
O -2.856 -0.009 -1.289
C 0.655 -2.154 -0.912
H 2.581 2.053 -6.281

Summary:
- ⟨S²⟩ = 6.021
- LUMO level (alpha / beta) (Ha) = -0.113 / -0.256
- net charge = +1
- Kohn-Sham gap (alpha / beta) (eV) = 8.44 / 4.55
- 2S+1 = 5
- energy relative to the best compared isomer or geometry (same formula, charge and spin) (kcal per mole) = 19.1

These are the Mulliken partial charges, in e, on atoms 1 to 8:
1 C 0.27
2 N -0.49
3 H 0.67
4 C 0.78
5 H 0.32
6 C -1.08
7 H 0.30
8 Pd 0.33

The lowest energy relative to the best compared isomer or geometry (same formula, charge and spin) belongs to which entry? C26H32NO5PdS

Number 1 is which compound? C26H32N6OSiTi

Please write out number 2 again, unchanged.
The following is a DFT calculation (ωB97M-V/def2-TZVPD) of a structure of composition C26H32NO5PdS at a distorted geometry.

Positions of all 66 atoms, in Å:
C -4.956 -1.678 1.082
N -3.423 -2.176 -0.751
H 0.985 -2.510 -1.893
C -3.551 -0.854 -0.626
H 4.137 3.011 -3.083
C 0.632 -1.421 1.298
H -0.268 0.442 -8.610
Pd -0.739 -0.278 -0.666
H 2.889 0.238 -1.004
H -4.182 1.628 0.639
H 4.557 2.299 -4.600
H 4.593 0.724 -0.923
H -0.165 -0.717 -5.959
C 0.514 1.575 1.363
C -0.872 1.304 1.140
C -0.049 0.250 -6.465
H 1.092 1.318 2.245
C 3.598 1.016 -1.404
H 2.504 -1.307 0.101
C 0.485 0.076 -7.907
C -5.512 -1.639 2.348
H 5.674 1.966 -3.153
C 2.336 -0.291 -3.655
O -3.464 -3.726 1.284
O -5.238 -3.899 -0.457
C 1.431 -1.522 0.122
C 4.632 2.110 -3.489
C -0.677 -2.398 -0.360
C 0.091 2.123 -0.826
H 0.999 -1.046 2.261
H -1.456 -2.175 1.761
C 3.752 0.965 -2.966
O 0.821 0.975 -5.590
H 4.277 -1.035 -4.240
C -4.612 0.738 1.101
H 2.645 0.146 -8.318
C -1.170 1.786 -0.204
H -2.152 2.053 -0.558
C -5.802 -0.389 2.905
H 3.873 -1.393 -2.503
H 3.221 1.996 -1.034
H 1.806 1.683 -8.514
C -0.660 -1.962 1.038
H -1.617 0.978 1.861
H 2.122 -0.600 -4.695
H 0.583 -0.989 -8.105
H -1.482 -2.948 -0.851
C 2.079 1.101 -6.414
C 1.843 0.785 -7.910
H 0.225 2.264 -1.902
H -1.043 0.698 -6.399
C -5.306 0.790 2.315
H 2.796 0.388 -6.007
C -4.493 -0.509 0.472
C 3.756 -0.633 -3.316
S -4.299 -3.106 0.283
O 2.568 1.217 -3.731
H -6.399 -0.312 3.814
H 1.838 3.006 0.297
H 1.581 -0.625 -2.890
H -5.691 -2.564 2.870
C 1.010 2.311 0.247
H -5.449 1.753 2.807
O -2.856 -0.009 -1.289
C 0.655 -2.154 -0.912
H 2.581 2.053 -6.281

Summary:
- ⟨S²⟩ = 6.021
- LUMO level (alpha / beta) (Ha) = -0.113 / -0.256
- net charge = +1
- Kohn-Sham gap (alpha / beta) (eV) = 8.44 / 4.55
- 2S+1 = 5
- energy relative to the best compared isomer or geometry (same formula, charge and spin) (kcal per mole) = 19.1

These are the Mulliken partial charges, in e, on atoms 1 to 8:
1 C 0.27
2 N -0.49
3 H 0.67
4 C 0.78
5 H 0.32
6 C -1.08
7 H 0.30
8 Pd 0.33

Please write out number 2 again, unchanged.
The following is a DFT calculation (ωB97M-V/def2-TZVPD) of a structure of composition C26H32NO5PdS at a distorted geometry.

Positions of all 66 atoms, in Å:
C -4.956 -1.678 1.082
N -3.423 -2.176 -0.751
H 0.985 -2.510 -1.893
C -3.551 -0.854 -0.626
H 4.137 3.011 -3.083
C 0.632 -1.421 1.298
H -0.268 0.442 -8.610
Pd -0.739 -0.278 -0.666
H 2.889 0.238 -1.004
H -4.182 1.628 0.639
H 4.557 2.299 -4.600
H 4.593 0.724 -0.923
H -0.165 -0.717 -5.959
C 0.514 1.575 1.363
C -0.872 1.304 1.140
C -0.049 0.250 -6.465
H 1.092 1.318 2.245
C 3.598 1.016 -1.404
H 2.504 -1.307 0.101
C 0.485 0.076 -7.907
C -5.512 -1.639 2.348
H 5.674 1.966 -3.153
C 2.336 -0.291 -3.655
O -3.464 -3.726 1.284
O -5.238 -3.899 -0.457
C 1.431 -1.522 0.122
C 4.632 2.110 -3.489
C -0.677 -2.398 -0.360
C 0.091 2.123 -0.826
H 0.999 -1.046 2.261
H -1.456 -2.175 1.761
C 3.752 0.965 -2.966
O 0.821 0.975 -5.590
H 4.277 -1.035 -4.240
C -4.612 0.738 1.101
H 2.645 0.146 -8.318
C -1.170 1.786 -0.204
H -2.152 2.053 -0.558
C -5.802 -0.389 2.905
H 3.873 -1.393 -2.503
H 3.221 1.996 -1.034
H 1.806 1.683 -8.514
C -0.660 -1.962 1.038
H -1.617 0.978 1.861
H 2.122 -0.600 -4.695
H 0.583 -0.989 -8.105
H -1.482 -2.948 -0.851
C 2.079 1.101 -6.414
C 1.843 0.785 -7.910
H 0.225 2.264 -1.902
H -1.043 0.698 -6.399
C -5.306 0.790 2.315
H 2.796 0.388 -6.007
C -4.493 -0.509 0.472
C 3.756 -0.633 -3.316
S -4.299 -3.106 0.283
O 2.568 1.217 -3.731
H -6.399 -0.312 3.814
H 1.838 3.006 0.297
H 1.581 -0.625 -2.890
H -5.691 -2.564 2.870
C 1.010 2.311 0.247
H -5.449 1.753 2.807
O -2.856 -0.009 -1.289
C 0.655 -2.154 -0.912
H 2.581 2.053 -6.281

Summary:
- ⟨S²⟩ = 6.021
- LUMO level (alpha / beta) (Ha) = -0.113 / -0.256
- net charge = +1
- Kohn-Sham gap (alpha / beta) (eV) = 8.44 / 4.55
- 2S+1 = 5
- energy relative to the best compared isomer or geometry (same formula, charge and spin) (kcal per mole) = 19.1

These are the Mulliken partial charges, in e, on atoms 1 to 8:
1 C 0.27
2 N -0.49
3 H 0.67
4 C 0.78
5 H 0.32
6 C -1.08
7 H 0.30
8 Pd 0.33